# 1
ORCA calculation (ωB97M-V/def2-TZVPD) on a molecular structure, C56H59GeN2OPS3SnTe at a distorted geometry.

Cartesian coordinates (Å):
Te1 2.0040 1.3203 -3.2534
Sn1 0.7791 1.5057 -0.5081
Ge1 -1.2876 -0.7575 1.5370
S1 3.0733 1.2944 0.3942
S2 -0.0580 1.5808 -5.9350
S3 4.9012 2.4439 2.4566
P1 -1.9549 4.7668 -1.9622
O1 0.0056 0.4423 2.1140
N1 1.2303 3.4882 1.7166
N2 2.4254 3.2089 2.2499
C1 -5.3913 0.1616 2.7602
C2 3.5912 -3.8815 -3.4896
C3 -0.6966 -3.2628 -3.1296
C4 -1.7044 -4.1732 -3.3944
C5 -2.5160 3.0279 -2.2019
C6 3.2753 2.4216 1.7453
C7 -2.8950 0.0638 2.3543
C8 -0.1975 -5.9804 -2.9469
C9 -1.7991 2.0781 -2.9167
C10 0.1007 2.3321 3.5530
C11 3.2019 -0.7381 6.4557
C12 0.0722 2.8749 4.8310
C13 -0.4398 0.2392 -6.9367
C14 4.3672 1.0042 5.2802
C15 -4.1716 1.3429 -1.6894
C16 1.3964 -1.4554 -2.1349
C17 -4.2112 -0.7095 2.3215
C18 -3.7131 2.6484 -1.5928
C19 1.6422 -2.7266 -2.4378
C20 5.3398 -2.8219 -1.6223
C21 0.9072 -0.6977 -5.3104
C22 -1.1540 3.7414 1.8788
C23 0.1574 3.2060 2.3483
C24 -5.2735 0.6490 4.2030
C25 -2.0650 -4.4424 1.2440
C26 -0.4958 -2.5401 1.9161
C27 1.3502 -0.2189 -1.8247
C28 3.2168 -1.5146 5.3090
C29 5.8267 -3.6235 -2.6441
C30 -0.0015 0.9486 3.3812
C31 -0.2049 0.6917 5.7680
C32 -2.9755 -3.5889 0.3669
C33 4.9484 -4.1440 -3.5828
C34 -0.0868 2.0616 5.9410
C35 -0.2704 4.7301 -2.7064
C36 0.5868 -3.6938 -2.7791
C37 1.3150 4.6546 -4.5289
C38 4.4038 0.2224 4.1292
C39 -0.1513 0.1371 4.5010
C40 -1.4592 -5.5369 -3.3158
C41 2.1109 4.8461 -2.2730
C42 0.8829 0.5946 -4.8742
C43 0.7999 4.8260 -1.8160
C44 0.0030 4.6508 -4.0716
C45 0.8108 -5.0715 -2.6731
C46 3.8058 -1.0332 4.1492
C47 3.0855 -3.1008 -2.4455
C48 3.9833 -2.5588 -1.5257
C49 -2.2536 0.7699 -3.0157
C50 0.1367 -0.9045 -6.4836
C51 -3.4366 0.3978 -2.3945
C52 2.3716 4.7555 -3.6321
C53 -1.4150 -3.6701 2.3904
C54 3.7672 0.5284 6.4344
C55 -2.9509 5.5277 -3.3267
C56 5.1238 0.6793 2.8875
H1 1.5109 4.5865 -5.5921
H2 3.7495 1.1444 7.3246
H3 -2.2473 -6.2463 -3.5316
H4 0.0320 -1.8630 -6.9703
H5 -0.8142 -4.3766 2.9688
H6 -5.4652 1.0233 2.0899
H7 -2.4179 -2.7655 -0.0890
H8 -5.1374 -0.1959 4.8811
H9 -4.4288 1.3270 4.3262
H10 2.7496 -1.1175 7.3632
H11 -1.6779 0.0475 -3.5838
H12 1.7791 -5.4299 -2.3552
H13 -0.2415 -0.9350 4.3692
H14 -4.1425 -1.5798 2.9814
H15 0.6144 4.9050 -0.7536
H16 -4.2907 3.3883 -1.0473
H17 -0.8880 2.3646 -3.4170
H18 -2.6908 -3.8217 -3.6713
H19 6.8864 -3.8301 -2.7189
H20 2.9227 4.9390 -1.5621
H21 -6.3130 -0.4163 2.6554
H22 0.0022 -7.0415 -2.8690
H23 4.8116 1.9905 5.2600
H24 -1.7325 2.9506 1.3912
H25 -5.1010 1.0562 -1.2117
H26 3.6030 -1.9175 -0.7398
H27 0.0213 -2.8344 0.9984
H28 -2.5486 6.5180 -3.5424
H29 2.7768 -2.5045 5.3175
H30 -1.2050 -0.4322 0.0430
H31 6.0225 -2.3891 -0.9022
H32 3.3921 4.7709 -3.9934
H33 -4.3999 -1.0722 1.3075
H34 5.3211 -4.7451 -4.4026
H35 -3.4022 -4.1869 -0.4384
H36 -6.1781 1.1784 4.5018
H37 -0.3574 0.0466 6.6233
H38 -2.1893 -3.2821 3.0603
H39 0.1482 3.9496 4.9441
H40 2.9193 -4.2642 -4.2468
H41 -1.2771 -4.8799 0.6244
H42 -1.7241 4.0893 2.7419
H43 -1.0292 4.5569 1.1739
H44 -3.7987 -3.1692 0.9484
H45 1.4542 -1.4756 -4.7980
H46 -0.8910 -2.1974 -3.1933
H47 -3.9751 5.6367 -2.9704
H48 -2.6243 0.3073 3.3817
H49 -2.6443 -5.2669 1.6666
H50 -3.0168 1.0104 1.8192
H51 0.2805 -2.3503 2.6594
H52 3.8163 -1.6428 3.2528
H53 -1.0677 0.3821 -7.8010
H54 -0.8045 4.5742 -4.7894
H55 -3.7884 -0.6241 -2.4639
H56 -0.1369 2.4967 6.9302
H57 -2.9553 4.9181 -4.2292
H58 6.2019 0.5747 3.0193
H59 4.8177 0.1026 2.0171

Computed properties:
Multiplicity = 1
DFT total energy = -6449.15818 hartree
HOMO energy = -0.2596 Ha
Relative energy (zero: lowest compared OMol25 entry of this formula, charge and spin) = 43.7 kcal/mol
LUMO = -0.18 eV

---

# 2
ORCA calculation (ωB97M-V/def2-TZVPD) on 2 unconnected molecules or ions with the total composition C4H11N3O2 at a distorted geometry.

Cartesian coordinates (Å):
O1 -0.2431 -0.2971 1.8617
O2 0.5180 -1.7401 0.4278
N1 0.7356 2.2506 0.6065
N2 0.2204 2.7902 -1.5385
N3 0.2851 0.4385 -0.8524
C1 -0.5429 -2.7451 2.2586
C2 -0.5713 -0.2016 -1.9483
C3 0.2792 1.7230 -0.6107
C4 -0.0514 -1.4937 1.6138
H1 0.7610 -1.0731 -0.1302
H2 -0.3285 2.8187 -2.4288
H3 -0.5745 -3.5827 1.5542
H4 1.1721 3.1592 -1.7486
H5 -0.0771 -1.1717 -2.1975
H6 -1.6651 -0.5819 -1.5406
H7 0.9334 1.7155 1.3348
H8 -0.6039 0.2509 -2.9364
H9 -1.3392 -2.4314 2.8823
H10 0.6600 3.2634 0.6974
H11 0.4324 -3.0915 2.6951

Computed properties:
Total charge = -1
Multiplicity = 2
DFT total energy = -473.66244 hartree
HOMO energy (alpha / beta) = 0.0386 / -0.1587 Ha
Relative energy (zero: lowest compared OMol25 entry of this formula, charge and spin) = 73.9 kcal/mol
LUMO (alpha / beta) = 3.48 / 3.34 eV

---

# 3
ORCA calculation (ωB97M-V/def2-TZVPD) on a molecular structure, C43H39FN4O4S5Sb2W at a distorted geometry.

Cartesian coordinates (Å):
W1 0.2289 0.7211 0.1032
Sb1 2.1180 2.4970 1.9046
Sb2 2.0932 -1.6885 -0.0244
S1 0.3122 -0.7345 -2.2884
S2 1.2197 0.1514 2.2155
S3 1.2546 3.3087 3.8227
S4 1.2108 4.5052 0.5326
S5 -0.2339 3.4048 -0.3011
F1 -5.5332 0.5507 -3.7482
O1 -1.0549 1.3452 1.2967
O2 -1.2953 1.1086 -1.1280
O3 1.5631 1.4021 -0.7903
O4 2.1216 3.2692 -1.9097
N1 -1.2959 -2.7860 -2.6961
N2 -1.0862 -1.0673 0.3942
N3 -0.4498 2.2460 -4.9686
N4 -1.3323 -2.0413 -0.5659
C1 3.6485 -0.2815 -0.6874
C2 2.0072 -4.2060 -3.7680
C3 1.4225 1.4900 -6.3488
C4 -2.0692 1.5178 -3.3414
C5 -1.8509 1.8209 3.4832
C6 3.5066 -2.9556 1.0643
C7 4.3911 1.2685 -2.3893
C8 0.4244 2.4891 -3.9692
C9 -3.3709 1.0965 -3.0292
C10 -1.0650 1.5622 -2.3203
C11 5.1061 -4.7059 2.5244
C12 5.4367 -4.3619 1.2283
C13 0.1886 2.1268 -2.6714
C14 -1.6839 -1.3590 1.5307
C15 -4.2926 0.9825 -4.0353
C16 3.1831 -3.3023 2.3698
C17 -1.7228 1.8345 -4.6772
C18 0.0814 2.2317 -6.3348
C19 -0.8885 1.5344 -7.2839
C20 3.9702 -4.1704 3.1040
C21 5.1962 1.9031 -1.4587
C22 5.0863 -3.1876 -0.9209
C23 1.1277 -4.4286 -1.1293
C24 -2.3082 -0.9087 3.8691
C25 -2.3345 1.3524 4.6822
C26 -2.3094 2.0440 -7.0917
C27 2.3386 -3.2404 -2.8322
C28 -0.8479 -1.9262 -1.7564
C29 5.2632 1.4175 -0.1665
C30 1.2593 2.4394 -1.6596
C31 4.7131 -0.1828 1.6481
C32 -1.8153 -0.4692 2.6272
C33 -2.5443 -0.0133 4.8815
C34 4.6515 -3.4913 0.4786
C35 3.6161 0.1915 -2.0004
C36 -1.5542 0.9202 2.4563
C37 -2.7066 1.7253 -5.6824
C38 -3.9743 1.2945 -5.3583
C39 1.9020 -3.3288 -1.5179
C40 0.7986 -5.3884 -2.0800
C41 0.6362 -4.6013 0.2793
C42 1.2242 -5.2829 -3.3913
C43 4.5098 0.3176 0.2450
H1 2.3008 -2.8681 2.8245
H2 2.9297 -0.2539 -2.7157
H3 4.3374 1.6339 -3.4048
H4 0.1059 -5.5445 0.3945
H5 5.7330 -5.3858 3.0806
H6 5.3701 -1.0536 1.6344
H7 3.7028 -4.4244 4.1194
H8 4.6061 -3.8772 -1.6134
H9 1.4734 -4.5769 0.9764
H10 2.2362 2.0964 -5.9626
H11 -0.0488 -3.7899 0.5427
H12 5.1818 0.5851 2.2638
H13 6.3299 -4.7745 0.7783
H14 -2.5441 2.0513 5.4777
H15 6.1640 -3.3002 -1.0154
H16 -0.5520 1.6917 -8.3074
H17 0.1821 -6.2274 -1.7850
H18 2.3460 -4.1155 -4.7904
H19 2.9483 -2.4027 -3.1383
H20 -0.8788 0.4616 -7.0795
H21 5.7562 2.7833 -1.7306
H22 -1.8090 -3.5805 -2.3497
H23 -1.6595 2.8734 3.3255
H24 -2.3598 3.1234 -7.2599
H25 -2.1483 -2.3406 1.5992
H26 3.7863 -0.4802 2.1413
H27 1.6694 1.2039 -7.3672
H28 1.3556 0.5829 -5.7501
H29 -2.9832 1.5585 -7.7981
H30 -2.4866 -1.9634 4.0179
H31 -0.7339 -2.9113 -3.5203
H32 4.8036 -2.1750 -1.1975
H33 1.3648 2.9581 -4.2120
H34 -3.6296 0.8750 -2.0055
H35 0.2294 3.2710 -6.6513
H36 -2.8861 -0.3639 5.8423
H37 0.9531 -6.0430 -4.1097
H38 5.9041 1.9053 0.5577
H39 -4.7322 1.1963 -6.1209

Computed properties:
Multiplicity = 1
DFT total energy = -4820.32437 hartree
HOMO energy (alpha / beta) = -0.2477 / -0.2478 Ha
Relative energy (zero: lowest compared OMol25 entry of this formula, charge and spin) = 55.9 kcal/mol
LUMO (alpha / beta) = -1.96 / -1.95 eV